# 1
DFT (ωB97M-V/def2-TZVPD) results for a structure of composition C24H36HgO16S at a distorted geometry.

```
78
Properties=species:S:1:pos:R:3:mulliken_charge:R:1
Hg 0.39 0.15 0.12 3.446
S -0.08 0.92 -2.60 1.271
O 0.72 1.63 -1.62 -0.993
O -1.11 1.77 -3.19 -0.783
O 0.74 0.36 -3.67 -0.797
O -0.59 -0.16 -1.77 -0.756
O 2.62 0.77 0.29 -0.348
C 3.51 1.49 -0.22 0.089
O 4.03 2.53 0.43 -0.292
C 4.70 3.37 -0.46 -0.279
C 5.12 2.41 -1.60 -0.765
C 3.97 1.44 -1.62 0.374
H 5.53 3.94 -0.05 0.394
H 4.01 4.10 -0.88 0.086
H 6.10 2.01 -1.38 0.293
H 5.22 2.93 -2.54 0.359
H 4.15 0.44 -2.03 -0.050
H 3.15 1.89 -2.18 0.048
O 0.93 -0.25 2.43 -0.411
C 0.51 -0.78 3.46 0.189
O -0.25 0.01 4.23 -0.329
C -0.65 -0.74 5.38 -0.456
C 0.28 -1.97 5.37 -0.683
C 0.63 -2.20 3.92 0.003
H -1.73 -0.86 5.43 0.319
H -0.39 -0.18 6.28 0.280
H -0.18 -2.90 5.70 0.331
H 1.17 -1.87 5.99 0.329
H -0.13 -2.63 3.27 -0.147
H 1.58 -2.74 3.88 0.359
O -1.80 0.93 0.56 -0.323
C -3.00 1.05 0.31 -0.051
O -3.88 0.19 0.84 -0.388
C -5.17 0.39 0.26 -0.443
C -5.19 1.66 -0.63 -0.669
C -3.73 2.06 -0.62 -0.116
H -5.92 0.48 1.04 0.324
H -5.25 -0.50 -0.36 0.277
H -5.75 2.49 -0.21 0.255
H -5.46 1.43 -1.66 0.264
H -3.48 3.11 -0.46 0.309
H -3.32 1.93 -1.63 0.118
O -0.80 -1.73 0.69 -0.227
C -1.68 -2.62 0.65 -0.269
O -2.35 -3.08 1.74 -0.346
C -2.99 -4.30 1.37 -0.549
C -3.32 -4.19 -0.09 -0.621
C -2.11 -3.41 -0.58 -0.153
H -3.90 -4.30 1.97 0.342
H -2.37 -5.17 1.58 0.287
H -4.28 -3.70 -0.24 0.274
H -3.41 -5.15 -0.59 0.327
H -2.22 -2.71 -1.40 0.352
H -1.43 -4.21 -0.88 -0.019
O 0.28 2.23 1.38 -0.276
C 0.37 3.39 0.97 0.234
O 1.34 4.26 1.35 -0.424
C 1.38 5.41 0.49 -0.527
C 0.46 5.08 -0.67 -0.656
C -0.50 4.09 -0.03 0.535
H 2.37 5.68 0.11 0.311
H 0.93 6.28 0.98 0.376
H 1.03 4.49 -1.39 0.197
H 0.02 6.02 -1.00 0.391
H -0.92 3.28 -0.63 -0.460
H -1.37 4.53 0.47 0.389
O 1.60 -1.64 -0.86 -0.430
C 1.67 -2.47 -1.79 0.089
O 0.90 -3.59 -1.79 -0.198
C 1.28 -4.53 -2.80 -0.461
C 2.42 -3.83 -3.58 -0.797
C 2.53 -2.43 -3.06 0.071
H 0.43 -4.47 -3.48 0.298
H 1.54 -5.48 -2.33 0.348
H 2.32 -3.77 -4.66 0.358
H 3.34 -4.35 -3.31 0.249
H 1.98 -1.73 -3.70 0.115
H 3.47 -2.01 -2.71 0.232
```

## Properties
* spin multiplicity: 1
* HOMO energy: -7.0 eV
* net charge: 0
* orbital gap: 7.45 eV



# 2
DFT (ωB97M-V/def2-TZVPD) results for a cluster of 2 separate species, C24H36IN3O8S2 in total at a distorted geometry.

```
74
Properties=species:S:1:pos:R:3:mulliken_charge:R:1
C -4.06 2.69 2.51 -1.003
C -4.28 1.52 3.48 -0.451
C -3.17 1.38 4.52 -0.747
C -1.91 0.66 4.01 -0.532
C -0.85 1.61 3.46 -0.589
C 0.47 0.91 3.14 -0.968
C 0.67 0.65 1.65 -0.064
C 1.91 -0.19 1.41 -0.368
C 2.14 -0.69 -0.05 -2.008
C 1.03 -0.37 -0.99 1.032
C -0.12 -1.19 -1.11 -0.608
I -0.24 -2.79 0.29 0.166
C -1.16 -0.94 -2.03 0.205
C -2.29 -1.91 -2.19 -2.322
C -2.03 -3.09 -3.19 0.772
N -3.21 -3.93 -3.08 -0.784
N -0.91 -3.96 -2.85 -0.683
N -1.86 -2.61 -4.55 -0.328
C -1.09 0.26 -2.80 0.261
S -2.43 0.79 -3.91 1.654
C -3.19 2.19 -3.11 -1.142
O -3.49 -0.17 -4.04 -0.671
O -1.79 1.17 -5.15 -0.718
C 0.04 1.11 -2.69 0.602
C 1.09 0.77 -1.81 -0.024
C 2.26 1.70 -1.72 0.101
O 2.86 1.92 -0.70 -0.526
C 2.61 2.39 -2.97 -0.795
C 1.63 2.73 -3.79 -0.865
C 0.24 2.40 -3.45 0.377
O -0.63 3.17 -3.71 -0.501
H -3.32 2.42 1.76 0.128
H -4.97 2.95 1.98 0.373
H -3.69 3.55 3.06 0.307
H -5.23 1.67 3.98 0.334
H -4.37 0.60 2.91 0.284
H -2.91 2.38 4.87 0.341
H -3.58 0.84 5.37 0.351
H -2.23 -0.05 3.26 0.192
H -1.50 0.10 4.84 0.381
H -0.66 2.38 4.20 0.449
H -1.23 2.09 2.56 0.118
H 0.51 -0.07 3.62 0.460
H 1.32 1.47 3.52 0.407
H -0.22 0.11 1.30 0.150
H 0.76 1.59 1.11 0.208
H 2.79 0.37 1.69 0.049
H 1.85 -1.07 2.06 0.514
H 3.07 -0.27 -0.41 0.641
H 2.31 -1.76 -0.03 0.768
H -3.21 -1.40 -2.43 0.870
H -2.46 -2.38 -1.22 0.573
H -4.03 -3.44 -3.41 0.258
H -3.06 -4.79 -3.60 0.283
H -0.08 -3.43 -2.63 0.268
H -1.16 -4.52 -2.05 0.283
H -2.30 -3.23 -5.21 0.221
H -0.88 -2.50 -4.79 0.203
H -3.46 2.84 -3.94 0.408
H -2.48 2.70 -2.48 0.382
H -4.08 1.85 -2.60 0.379
H 3.65 2.65 -3.12 0.470
H 1.83 3.31 -4.68 0.437
O 4.15 -2.79 3.50 -0.558
S 5.10 -2.67 2.45 1.082
O 5.30 -3.71 1.51 -0.561
O 6.51 -2.24 3.09 -0.310
C 6.97 -1.02 2.50 -0.391
C 5.70 -0.28 2.12 -0.415
O 4.83 -1.32 1.64 -0.090
H 7.57 -1.26 1.62 0.312
H 7.57 -0.48 3.22 0.309
H 5.86 0.46 1.34 0.370
H 5.24 0.19 2.99 0.287
```

## Properties
* spin multiplicity: 1
* HOMO energy: -9.0 eV
* SMILES string: CCCCCCCCCc1c(I)c(CC(N)(N)N)c(S(C)(=O)=O)c2c1C(=O)C=CC2=O.O=S1(=O)OCCO1
* net charge: 0
* orbital gap: 7.79 eV



# 3
DFT (ωB97M-V/def2-TZVPD) results for a cluster of 12 separate species, C24H36N12 in total at a distorted geometry.

```
72
Properties=species:S:1:pos:R:3:mulliken_charge:R:1
C -3.65 3.89 -1.60 -0.943
C -2.61 2.99 -1.04 0.378
N -1.75 2.29 -0.63 -0.299
H -4.61 3.57 -1.21 0.283
H -3.54 3.83 -2.69 0.274
H -3.57 4.91 -1.24 0.334
C -1.97 1.28 -4.18 -0.393
C -1.21 0.47 -5.19 0.139
N -0.61 -0.16 -6.01 -0.460
H -2.91 1.55 -4.66 0.402
H -1.43 2.21 -4.06 0.195
H -2.09 0.74 -3.24 0.094
C 3.35 -2.83 0.07 -0.013
C 3.56 -4.28 -0.07 -0.002
N 3.76 -5.45 -0.20 -0.431
H 2.26 -2.71 0.15 0.076
H 3.66 -2.22 -0.78 0.309
H 3.82 -2.53 1.00 -0.003
C -2.11 -3.98 -2.99 -0.059
C -3.16 -3.66 -3.98 0.266
N -4.01 -3.34 -4.73 -0.478
H -2.15 -5.00 -2.61 0.313
H -2.30 -3.25 -2.21 -0.169
H -1.14 -3.82 -3.48 0.149
C 1.18 2.60 -1.38 0.032
C 2.58 3.03 -1.36 0.094
N 3.65 3.36 -1.29 -0.466
H 0.65 2.70 -0.43 -0.019
H 1.08 1.59 -1.77 -0.078
H 0.64 3.21 -2.11 0.441
C -3.18 0.58 5.35 -0.829
C -1.89 0.47 4.58 0.361
N -0.91 0.39 3.97 -0.302
H -3.33 1.62 5.64 0.277
H -3.21 0.00 6.27 0.299
H -3.99 0.33 4.66 0.235
C 2.14 -0.67 -3.38 0.877
C 1.99 -1.87 -4.22 0.075
N 1.82 -2.83 -4.89 -0.513
H 2.73 0.07 -3.92 0.440
H 2.48 -1.12 -2.45 -0.467
H 1.12 -0.34 -3.19 -0.492
C -4.83 -0.20 0.59 -0.626
C -4.25 -1.41 0.02 0.325
N -3.80 -2.34 -0.47 -0.363
H -4.83 0.53 -0.22 0.104
H -4.19 0.22 1.36 0.177
H -5.78 -0.39 1.08 0.359
C 1.26 2.38 3.13 -0.072
C 2.54 3.05 2.84 0.172
N 3.56 3.57 2.59 -0.500
H 1.42 1.31 3.03 -0.222
H 0.52 2.65 2.38 0.141
H 0.81 2.68 4.08 0.487
C 2.18 -1.33 4.05 -0.111
C 2.94 -2.52 3.77 0.217
N 3.50 -3.53 3.61 -0.430
H 1.34 -1.30 3.35 -0.190
H 2.76 -0.41 4.01 0.124
H 1.71 -1.37 5.03 0.418
C -0.48 -0.28 0.68 0.484
C -0.69 -0.70 -0.70 -0.223
N -0.85 -1.06 -1.77 -0.200
H -0.19 0.77 0.74 -0.115
H 0.24 -0.87 1.26 -0.056
H -1.47 -0.31 1.12 0.126
C 4.61 0.63 1.95 -1.202
C 3.43 0.38 1.07 0.176
N 2.55 0.18 0.37 0.084
H 5.49 1.07 1.47 0.369
H 4.90 -0.35 2.31 0.339
H 4.46 1.31 2.80 0.280
```

## Properties
* spin multiplicity: 1
* energy above the lowest of the compared OMol25 structures with the same formula, charge and spin: 51.3 kcal per mole
* HOMO energy: -10.6 eV
* SMILES string: CC#N.CC#N.CC#N.CC#N.CC#N.CC#N.CC#N.CC#N.CC#N.CC#N.CC#N.CC#N
* net charge: 0
* orbital gap: 10.00 eV



# 4
DFT (ωB97M-V/def2-TZVPD) results for the molecule C24H36N2O3 at a distorted geometry.

```
65
Properties=species:S:1:pos:R:3:mulliken_charge:R:1
C 1.92 -4.10 -0.30 -0.657
O 0.66 -3.92 -0.11 -0.426
C -0.02 -2.87 0.27 0.531
C -1.45 -3.06 0.17 -1.660
C -2.28 -1.88 0.76 -0.780
C -1.68 -0.74 1.22 -0.442
C -2.29 0.65 1.24 0.913
O -1.86 1.77 1.45 -0.721
N -3.51 0.51 2.08 0.089
C -4.34 1.46 2.43 -0.918
C -5.75 1.20 1.46 -1.553
C -5.48 1.01 -0.06 1.066
C -4.41 1.61 -0.76 -0.092
C -4.05 1.17 -2.08 -1.158
C -4.29 -0.34 -2.36 -0.878
C -5.82 -0.42 -2.08 -1.082
C -6.13 -0.27 -0.42 -1.216
C -0.22 -0.53 0.88 -0.072
C 0.52 -1.62 0.56 0.488
O 1.98 -1.68 0.65 -0.390
C 2.60 -0.24 0.96 -0.964
C 3.99 -0.76 1.17 -0.078
C 4.95 0.22 1.43 -1.744
N 4.96 1.44 0.50 0.121
C 5.93 1.24 -0.64 0.790
C 6.26 2.75 -0.85 -1.207
C 5.75 0.40 -1.78 -2.530
C 3.59 1.69 -0.08 -0.964
C 2.61 0.48 -0.13 -0.650
H 2.31 -3.39 -1.16 0.233
H 1.86 -5.15 -0.66 0.267
H 2.52 -4.06 0.53 0.294
H -1.89 -3.80 -0.03 1.006
H -3.25 -1.88 0.78 0.841
H -3.94 -0.35 2.31 0.248
H -4.82 1.68 3.57 0.204
H -4.00 2.41 2.00 0.446
H -6.13 2.25 1.75 0.344
H -6.24 0.48 1.81 0.758
H -4.12 2.69 -0.35 0.140
H -4.67 1.85 -2.93 0.266
H -3.14 1.49 -2.17 0.746
H -3.61 -0.88 -1.71 0.208
H -4.23 -0.32 -3.25 0.709
H -6.35 0.23 -2.59 0.685
H -6.05 -1.62 -2.16 0.260
H -5.50 -1.13 0.00 0.108
H -7.03 -0.30 -0.25 0.787
H 0.29 0.60 1.30 0.107
H 2.20 -0.01 1.82 0.991
H 4.53 -1.39 0.46 0.249
H 4.07 -1.63 2.13 0.251
H 5.97 0.22 1.72 0.801
H 4.48 0.88 2.30 0.337
H 6.88 0.77 0.04 0.170
H 7.28 2.73 -1.54 0.346
H 6.49 3.34 0.04 0.317
H 5.59 3.28 -1.85 0.253
H 4.86 0.61 -2.35 0.393
H 5.44 -0.48 -1.51 0.652
H 6.47 0.29 -2.30 0.881
H 3.76 2.47 -0.88 0.381
H 3.12 2.33 0.99 0.129
H 1.71 0.72 -0.42 1.270
H 3.00 -0.09 -1.04 0.110
```

## Properties
* spin multiplicity: 1
* energy above the lowest of the compared OMol25 structures with the same formula, charge and spin: 526.2 kcal per mole
* HOMO energy: -7.8 eV
* SMILES string: COc1ccc(C(=O)NCCC2=CCCCC2)cc1OC1CCN(C(C)C)CC1
* net charge: 0
* orbital gap: 8.10 eV



# 5
DFT (ωB97M-V/def2-TZVPD) results for a structure of composition C24H36N2SiTi at a distorted geometry.

```
64
Properties=species:S:1:pos:R:3:mulliken_charge:R:1
C 0.84 2.06 2.97 -0.497
C 1.29 1.93 1.61 -0.665
C 0.17 2.14 0.75 -0.310
H 2.33 1.84 1.30 0.539
C -0.98 2.39 1.57 -1.129
C -0.58 2.31 2.94 -0.530
H -1.20 2.55 3.81 0.643
H 1.48 2.10 3.85 0.616
H 0.22 2.18 -0.33 0.927
H -1.98 2.62 1.20 0.458
Ti -0.19 0.26 2.02 0.427
C -1.86 -0.39 0.91 -0.673
H -2.79 0.06 1.28 0.443
H -2.01 -1.48 0.90 0.391
H -1.71 0.00 -0.11 -0.814
Si -0.55 -0.35 -2.39 0.558
C 0.96 -0.66 -3.40 0.112
C 1.83 0.45 -3.43 0.074
H 1.59 1.35 -2.85 0.373
C 2.99 0.41 -4.19 -0.616
H 3.64 1.29 -4.20 0.385
C 3.33 -0.74 -4.91 -0.445
H 4.26 -0.77 -5.47 0.356
C 2.47 -1.85 -4.86 -0.427
H 2.74 -2.74 -5.43 0.382
C 1.30 -1.82 -4.10 -0.579
H 0.65 -2.70 -4.05 0.377
C -1.83 0.47 -3.43 0.588
C -1.54 0.78 -4.77 -0.556
H -0.69 0.31 -5.27 0.345
C -2.29 1.76 -5.43 -0.472
H -2.02 2.06 -6.44 0.366
C -3.36 2.38 -4.78 -0.485
H -3.92 3.17 -5.28 0.354
C -3.73 1.97 -3.49 -0.452
H -4.57 2.44 -2.99 0.369
C -3.00 0.98 -2.83 -0.593
H -3.28 0.64 -1.83 0.437
H -0.13 0.70 -1.44 -0.314
H -1.06 -1.47 -1.54 -0.219
C 2.69 -0.94 2.24 -1.322
N 1.28 -1.24 1.85 1.102
C 1.27 -1.59 0.42 -1.813
C 0.70 -2.37 2.70 -0.935
C -0.50 -2.00 3.58 -0.764
N -0.48 -0.55 3.94 0.274
C -1.77 -0.16 4.55 -1.100
C 0.61 -0.33 4.93 -1.164
H 3.09 -1.75 2.87 0.298
H 2.77 0.01 2.79 0.377
H 3.31 -0.85 1.34 0.327
H 2.03 -2.37 0.24 0.445
H 0.29 -1.97 0.10 0.399
H 1.55 -0.73 -0.20 0.491
H 0.42 -3.19 2.03 0.240
H 1.50 -2.74 3.36 0.380
H -1.46 -2.27 3.11 0.463
H -0.44 -2.57 4.53 0.572
H -2.02 -0.87 5.36 0.402
H -1.69 0.85 4.98 0.358
H -2.57 -0.16 3.80 0.210
H 0.53 -1.12 5.69 0.329
H 1.59 -0.39 4.46 0.307
H 0.50 0.65 5.40 0.381
```

## Properties
* spin multiplicity: 3
* energy above the lowest of the compared OMol25 structures with the same formula, charge and spin: 5.7 kcal per mole
* ⟨S²⟩: 2.01
* HOMO energy (alpha / beta): -4.4 / -7.5 eV
* net charge: 0
* orbital gap (alpha / beta): 4.86 / 7.89 eV



# 6
DFT (ωB97M-V/def2-TZVPD) results for the molecule C24H36N4O6S.

```
71
Properties=species:S:1:pos:R:3:mulliken_charge:R:1
C -4.88 -2.99 1.92 -1.573
C -4.37 -1.87 1.04 0.135
O -2.95 -1.98 0.94 -0.367
C -2.36 -1.40 -0.12 0.708
O -2.96 -0.82 -1.00 -0.677
N -1.02 -1.56 -0.10 0.645
C -0.29 -2.13 1.01 -0.481
C 0.68 -3.20 0.52 -1.092
C 1.60 -2.66 -0.57 -0.516
N 2.49 -1.66 -0.03 0.215
C 3.71 -1.39 -0.53 0.212
O 4.25 -2.04 -1.40 -0.690
C 4.31 -0.14 0.13 -0.630
N 3.42 0.95 -0.25 -0.165
S 2.92 2.05 0.92 1.558
O 3.19 1.48 2.21 -0.737
O 3.42 3.35 0.60 -0.731
C 1.16 2.02 0.64 -0.298
C 0.30 1.53 1.61 -0.266
C -1.07 1.51 1.40 -1.180
C -1.56 2.00 0.19 0.155
C -0.68 2.47 -0.79 0.670
C 0.68 2.50 -0.57 -0.621
C -1.45 2.90 -2.00 -1.000
C -2.91 2.67 -1.59 -0.852
N -2.87 2.13 -0.23 0.328
C -3.98 1.80 0.50 0.640
O -3.89 1.31 1.61 -0.660
C -5.32 2.09 -0.14 -0.811
C -5.81 0.88 -0.95 -0.852
C 5.78 0.12 -0.23 0.853
C 6.65 -1.04 0.26 -1.625
C 6.26 1.43 0.40 -1.534
C 0.74 -2.08 -1.71 -1.290
C -0.21 -1.01 -1.17 0.045
H -4.43 -2.93 2.91 0.332
H -4.64 -3.96 1.49 0.351
H -5.96 -2.91 2.02 0.432
H -4.80 -1.92 0.03 0.342
H -4.60 -0.89 1.48 0.016
H 0.25 -1.32 1.53 0.039
H -1.01 -2.56 1.71 0.402
H 0.12 -4.04 0.12 0.451
H 1.28 -3.56 1.37 0.443
H 2.24 -3.45 -0.98 0.517
H 2.10 -0.99 0.62 -0.061
H 4.22 -0.23 1.22 0.562
H 3.71 1.42 -1.09 0.446
H 0.73 1.17 2.53 0.577
H -1.75 1.14 2.15 0.542
H 1.37 2.89 -1.30 0.455
H -1.25 3.94 -2.25 0.379
H -1.17 2.29 -2.86 0.289
H -3.41 1.97 -2.25 0.375
H -3.46 3.62 -1.59 0.430
H -6.02 2.28 0.68 0.437
H -5.27 2.98 -0.76 0.337
H -6.60 1.19 -1.63 0.389
H -4.99 0.45 -1.53 0.172
H -6.20 0.12 -0.29 0.195
H 5.85 0.17 -1.32 0.310
H 6.34 -1.97 -0.22 0.377
H 7.69 -0.86 0.02 0.426
H 6.56 -1.16 1.34 0.381
H 6.21 1.36 1.48 0.316
H 7.29 1.63 0.11 0.464
H 5.64 2.27 0.09 0.377
H 0.17 -2.89 -2.16 0.500
H 1.39 -1.64 -2.47 0.416
H 0.36 -0.16 -0.80 -0.511
H -0.89 -0.67 -1.94 0.577
```

## Properties
* spin multiplicity: 1
* energy above the lowest of the compared OMol25 structures with the same formula, charge and spin: 0.0 kcal per mole
* HOMO energy: -8.6 eV
* SMILES string: CCOC(=O)N1CCC(NC(=O)[C@H](NS(=O)(=O)c2ccc3c(c2)CCN3C(=O)CC)C(C)C)CC1
* net charge: 0
* orbital gap: 9.09 eV



# 7
DFT (ωB97M-V/def2-TZVPD) results for a structure of composition C24H36N5O2PdS3 at a distorted geometry.

```
71
Properties=species:S:1:pos:R:3:mulliken_charge:R:1
Pd 0.51 0.34 0.59 0.123
C 3.56 -1.63 4.91 -0.802
S 4.01 -0.82 3.36 0.162
C 2.58 -0.25 2.70 0.602
S 2.75 0.61 1.21 -0.126
N 1.41 -0.41 3.35 -0.873
N 0.36 -0.01 2.72 0.963
C -0.82 0.20 3.19 -0.831
C -1.93 0.27 2.27 1.080
C -3.23 0.24 2.72 -1.007
C -4.27 0.21 1.78 -0.377
C -3.95 0.23 0.44 -0.966
C -2.61 0.28 0.06 -0.226
N -1.62 0.30 0.95 0.394
H 4.39 -1.46 5.59 0.425
H 3.47 -2.70 4.70 0.315
H 2.64 -1.23 5.31 0.299
H -0.96 0.29 4.27 0.517
H -3.44 0.23 3.78 0.509
H -5.30 0.18 2.11 0.472
H -4.72 0.20 -0.32 0.493
H -2.33 0.32 -0.98 0.595
C -1.66 7.78 -1.93 -1.198
C -2.13 6.34 -1.86 -0.745
N -1.49 5.46 -2.85 0.124
C -1.69 5.80 -4.28 -0.749
C -0.46 6.43 -4.90 -1.036
C -0.83 4.34 -2.59 0.392
O -0.56 3.47 -3.42 -0.670
C -0.30 4.06 -1.19 -0.702
C 0.22 4.98 -0.29 0.310
C 0.77 4.53 0.91 -1.191
C 0.82 3.18 1.16 -0.379
N 0.37 2.29 0.25 0.231
C -0.18 2.72 -0.89 -0.032
H -2.14 8.36 -1.13 0.385
H -1.93 8.24 -2.87 0.382
H -0.58 7.86 -1.81 0.340
H -3.21 6.31 -2.05 0.329
H -1.99 5.93 -0.86 0.564
H -2.55 6.47 -4.35 0.398
H -1.93 4.88 -4.81 0.418
H -0.23 7.40 -4.47 0.287
H -0.62 6.57 -5.97 0.384
H 0.41 5.77 -4.78 0.303
H 0.24 6.04 -0.53 0.569
H 1.16 5.23 1.64 0.487
H 1.25 2.80 2.07 0.441
H -0.51 1.99 -1.62 0.854
C -1.13 -4.09 -2.91 -1.196
C -1.35 -4.21 -1.41 -0.324
C -0.11 -3.87 -0.58 -0.939
S 0.30 -2.11 -0.71 0.861
O 0.86 -1.70 0.72 -0.425
C 1.69 -2.11 -1.87 -1.041
C 3.07 -2.31 -1.24 0.101
C 3.30 -3.65 -0.56 -1.326
H -2.03 -4.38 -3.45 0.392
H -0.32 -4.75 -3.25 0.332
H -0.89 -3.07 -3.22 0.299
H -1.62 -5.23 -1.15 0.402
H -2.19 -3.58 -1.09 0.288
H 0.77 -4.42 -0.91 0.382
H -0.26 -4.02 0.49 0.494
H 1.62 -1.16 -2.40 0.588
H 1.45 -2.91 -2.58 0.466
H 3.26 -1.50 -0.54 -0.151
H 3.78 -2.18 -2.06 0.499
H 2.65 -3.78 0.31 0.267
H 4.33 -3.72 -0.21 0.411
H 3.13 -4.48 -1.25 0.376
```

## Properties
* spin multiplicity: 1
* HOMO energy (alpha / beta): -15.9 / -15.9 eV
* net charge: +3
* orbital gap (alpha / beta): 3.18 / 3.19 eV